Record 1
# C8H10S

C8H10S in the gas phase in a non-equilibrium geometry (ωB97M-V with the def2-TZVPD basis set, OMol25).

gap between HOMO and LUMO	8.9	eV
ΔE to the lowest compared entry with this formula, charge and spin	0.00	kcal per mole
multiplicity	1
total charge	0
LUMO energy	0.0338	Eh
largest force on an atom	1.1	eV/Å
SMILES	Cc1ccc(S)cc1C
HOMO	-8.0	eV

Last column: Mulliken charge in e.
Element x y z (Å)
1 C -1.92 -0.41 -0.06  -1.52
2 C -0.42 -0.47 0.07  0.97
3 C 0.18 -1.69 0.31  -0.85
4 C 1.54 -1.77 0.43  -0.70
5 C 2.27 -0.61 0.30  0.73
6 S 4.00 -0.61 0.44  -0.25
7 C 1.68 0.62 0.06  -0.84
8 C 0.31 0.71 -0.06  0.81
9 C -0.35 2.02 -0.36  -1.46
10 H -2.22 0.00 -1.02  0.31
11 H -2.35 0.22 0.72  0.33
12 H -2.35 -1.41 0.04  0.39
13 H -0.43 -2.58 0.40  0.32
14 H 2.04 -2.72 0.62  0.27
15 H 4.15 -1.93 0.52  0.12
16 H 2.30 1.50 -0.03  0.36
17 H 0.36 2.84 -0.25  0.39
18 H -1.19 2.20 0.30  0.33
19 H -0.72 2.03 -1.39  0.31

Record 2
# C8H10SSe

C8H10SSe in the gas phase in a non-equilibrium geometry (ωB97M-V with the def2-TZVPD basis set, OMol25).

gap between HOMO and LUMO	8.0	eV
ΔE to the lowest compared entry with this formula, charge and spin	0.00	kcal per mole
multiplicity	1
total charge	0
LUMO energy	0.0030	Eh
largest force on an atom	4.7	eV/Å
HOMO	-8.0	eV

Last column: Mulliken charge in e.
Element x y z (Å)
1 C 0.27 -0.41 -0.13  0.57
2 C -0.93 -0.46 0.66  -0.97
3 C 0.27 0.78 -0.87  0.76
4 C -1.85 0.56 0.48  0.57
5 C 1.11 -1.60 -0.15  -1.11
6 C 2.37 -0.13 1.86  -0.44
7 C 1.40 1.25 -1.72  -1.04
8 C -3.16 0.83 1.02  -1.33
9 S -1.16 1.75 -0.64  -0.23
10 Se 2.97 -1.11 0.62  0.17
11 H 0.79 -2.52 0.56  0.34
12 H 1.25 -1.92 -1.15  0.43
13 H 3.26 0.08 2.55  0.22
14 H -1.12 -1.36 1.25  0.26
15 H 2.27 0.63 -1.50  0.19
16 H 1.35 1.38 -2.85  0.28
17 H 1.88 2.28 -1.40  0.27
18 H -3.84 0.78 0.12  0.29
19 H -3.40 0.12 1.79  0.36
20 H -3.31 1.73 1.38  0.42

Record 3
# C8H11Br

C8H11Br in the gas phase in a non-equilibrium geometry (ωB97M-V with the def2-TZVPD basis set, OMol25).

gap between HOMO and LUMO	10.0	eV
ΔE to the lowest compared entry with this formula, charge and spin	42.48	kcal per mole
multiplicity	1
total charge	0
LUMO energy	0.0288	Eh
largest force on an atom	4.1	eV/Å
SMILES	CC#CC1(Br)[C@H](C)[C@H]1C
HOMO	-9.2	eV

Last column: Mulliken charge in e.
Element x y z (Å)
1 C 1.93 -2.44 -1.97  -0.94
2 C 1.10 -1.69 -1.05  0.27
3 C 0.49 -1.04 -0.24  -0.64
4 C -0.34 -0.29 0.68  0.73
5 Br -0.93 -1.42 2.22  -0.22
6 C 0.01 1.09 0.95  0.07
7 C -0.02 1.64 2.36  -1.30
8 C -1.23 0.75 0.27  -0.16
9 C -1.47 0.97 -1.23  -1.37
10 H 1.80 -2.37 -3.04  0.30
11 H 1.55 -3.48 -1.58  0.24
12 H 3.01 -2.37 -1.76  0.27
13 H 0.95 1.35 0.34  0.31
14 H -0.65 2.46 2.32  0.35
15 H 0.97 2.09 2.65  0.30
16 H -0.43 0.93 3.09  0.29
17 H -2.09 0.80 0.85  0.50
18 H -2.29 1.74 -1.42  0.35
19 H -1.79 0.02 -1.60  0.35
20 H -0.56 1.25 -1.85  0.27

Record 4
# C8H11F2N2O2

2 unconnected molecules or ions with the total composition C8H11F2N2O2 in a non-equilibrium geometry (ωB97M-V with the def2-TZVPD basis set, OMol25).

gap between HOMO and LUMO	7.3	eV
multiplicity	1
total charge	+1
LUMO energy	-0.1673	Eh
largest force on an atom	4.5	eV/Å
HOMO	-11.8	eV

Last column: Mulliken charge in e.
Element x y z (Å)
1 C 3.85 3.03 -0.63  -0.71
2 C 2.78 2.26 -0.54  -0.05
3 C -2.53 0.52 0.68  0.76
4 C -3.33 -2.02 -1.74  -1.18
5 C 2.00 2.30 0.71  -0.24
6 C -2.66 -1.69 -0.29  -0.30
7 C -2.52 1.88 0.43  -0.51
8 C 1.06 1.42 0.98  0.37
9 N -2.42 2.96 -1.70  -0.47
10 N -2.43 2.38 -0.75  0.73
11 O -2.53 -0.01 1.89  -0.47
12 O -2.64 -0.29 -0.37  -0.27
13 F 0.45 0.65 0.08  -0.23
14 F 0.20 1.47 1.98  -0.26
15 H 4.50 3.09 -1.60  0.24
16 H 4.05 3.69 0.25  0.21
17 H 2.69 1.66 -1.33  0.40
18 H -3.35 -3.06 -1.83  0.44
19 H -4.37 -1.88 -1.73  0.37
20 H -2.73 -1.48 -2.53  0.30
21 H 2.35 2.90 1.51  0.30
22 H -2.35 0.44 2.71  0.41
23 H -1.62 -2.09 -0.35  0.28
24 H -3.32 -2.07 0.45  0.35
25 H -2.47 2.51 1.20  0.53